47
Properties=species:S:1:pos:R:3:forces:R:3:nbo_charge:R:1 method="wB97M-V/def2-TZVPD" total_energy_ev=-26585.809 charge=+2 de_lowest_kcal_mol=0.0 homo_lumo_gap_ev=6.86 e_lumo_ev=-7.53
C 1.83669 2.11048 -1.44038 -0.01 -0.01 0.07 -0.618
C 1.88998 3.50947 -0.79749 -0.08 0.00 0.05 -0.412
C 1.27576 4.61109 -1.66287 -0.06 -0.07 0.16 -0.410
C -0.21438 4.40313 -1.93024 -0.14 0.09 -0.28 -0.218
N -1.07419 4.96126 -0.86253 0.03 -0.03 0.65 -0.671
C -1.56132 4.07210 0.08005 0.00 -0.10 -0.47 0.900
O -1.24151 3.95651 1.23394 -0.03 0.26 0.09 -0.618
O -2.50932 3.22644 -0.41766 0.13 -0.38 -0.09 -0.726
H 2.83037 1.67226 -1.52655 -0.01 0.02 -0.04 0.228
H 1.40469 2.13842 -2.44360 0.05 -0.02 0.01 0.207
H 1.24034 1.41353 -0.84114 -0.01 0.04 -0.05 0.170
H 1.36621 3.50017 0.16283 0.06 0.00 0.01 0.204
H 2.92396 3.77055 -0.57346 -0.02 0.03 0.00 0.227
H 1.79937 4.69873 -2.61677 0.03 -0.09 0.02 0.224
H 1.40126 5.56790 -1.14868 0.06 0.06 -0.14 0.217
H -0.49498 4.84746 -2.88446 -0.04 0.07 0.04 0.217
H -0.43476 3.33399 -1.99903 -0.02 0.05 -0.11 0.183
H -0.65083 5.74801 -0.38377 0.14 -0.06 -0.10 0.406
H -2.77849 3.49803 -1.30585 0.02 0.18 0.05 0.510
C -2.72884 1.49839 2.30149 -0.07 -0.13 0.21 -0.426
N -2.02430 0.26914 1.84651 -0.02 0.12 -0.04 -0.231
C -1.38038 0.31231 0.66928 0.09 0.16 -0.10 0.112
C -0.67730 -0.77469 0.20110 -0.10 -0.09 0.09 -0.207
C -0.63865 -1.93585 0.96955 0.04 0.01 0.00 0.021
C -1.32480 -1.96225 2.17965 0.05 0.02 0.01 -0.205
C -2.01310 -0.84198 2.59406 0.01 -0.01 0.01 0.110
C 0.12951 -3.12719 0.51625 -0.04 0.01 0.01 0.046
C 1.11695 -3.68228 1.32358 -0.03 -0.04 -0.01 -0.213
C 1.79971 -4.79816 0.89016 0.00 0.01 0.02 0.121
N 1.52140 -5.35779 -0.29647 -0.01 -0.01 -0.01 -0.242
C 0.57751 -4.83327 -1.09766 -0.02 0.01 -0.01 0.104
C -0.13098 -3.71741 -0.71918 0.05 0.01 -0.02 -0.200
C 2.24155 -6.57616 -0.74196 0.01 0.02 0.01 -0.412
H -3.44825 1.78617 1.54032 0.02 0.00 0.00 0.254
H -2.00059 2.29787 2.42502 -0.04 -0.04 -0.07 0.286
H -3.23045 1.28349 3.23965 -0.01 -0.04 -0.01 0.231
H -1.44582 1.25153 0.13243 -0.04 -0.03 0.02 0.273
H -0.15612 -0.69644 -0.74308 0.00 0.00 0.01 0.260
H -1.34108 -2.84526 2.80332 0.00 0.00 0.00 0.260
H -2.56165 -0.80820 3.52439 0.00 0.01 -0.01 0.256
H 1.37240 -3.25344 2.28265 0.00 0.00 0.00 0.266
H 2.57684 -5.26562 1.47766 0.00 -0.01 -0.01 0.255
H 0.40977 -5.33850 -2.03879 0.00 -0.01 0.01 0.257
H -0.89037 -3.32952 -1.38391 0.00 0.00 0.01 0.264
H 2.71797 -6.37419 -1.69770 0.00 0.00 0.00 0.249
H 1.52740 -7.39007 -0.83882 0.00 0.00 0.00 0.250
H 2.99279 -6.83016 -0.00181 0.00 -0.01 -0.01 0.244